No. 1
The following is a DFT calculation (the ωB97M-V functional and the def2-TZVPD basis) of an isolated molecule of C23H24FN5.

```
53
Properties=species:S:1:pos:R:3:nbo_charge:R:1
C -4.55720 -3.70902 0.10430 -0.63
C -4.24258 -2.25919 -0.10356 0.01
C -5.25412 -1.30557 -0.03735 -0.22
C -4.96948 0.03457 -0.22273 -0.19
C -3.67640 0.45257 -0.48210 -0.26
C -2.66201 -0.49423 -0.56049 0.24
N -1.33813 -0.12334 -0.81127 -0.19
C -0.87002 1.06798 -1.25352 -0.01
C 0.50309 0.98911 -1.29518 -0.14
C 1.47712 2.09040 -1.60693 -0.24
N 1.29048 3.36033 -0.92803 -0.43
C 0.12910 4.13310 -1.32017 -0.43
C 1.46655 3.30894 0.51341 -0.26
C 0.46340 2.47264 1.24612 0.33
N -0.83127 2.68694 1.25435 -0.49
C -1.38068 1.67593 1.97564 -0.09
C -0.40019 0.83984 2.41768 -0.11
N 0.77910 1.35041 1.95032 -0.34
C 2.08460 0.82082 2.22736 -0.40
C 0.78182 -0.33971 -0.87202 0.11
C 2.05427 -1.03658 -0.73956 -0.05
C 3.12655 -0.79947 -1.59836 -0.22
C 4.32019 -1.48049 -1.43682 -0.19
C 4.47059 -2.41401 -0.42599 -0.29
C 3.38925 -2.66111 0.40157 0.38
F 3.51763 -3.57863 1.38701 -0.33
C 2.18963 -1.99689 0.26302 -0.23
N -0.34467 -0.97611 -0.58148 -0.27
C -2.94905 -1.84226 -0.36714 -0.26
H -3.65767 -4.31508 0.04134 0.22
H -5.26409 -4.05420 -0.64922 0.22
H -5.01390 -3.86091 1.08131 0.22
H -6.26784 -1.61837 0.16595 0.21
H -5.76086 0.76660 -0.15912 0.21
H -3.46358 1.50264 -0.59895 0.22
H -1.52281 1.87389 -1.50984 0.23
H 1.45943 2.30190 -2.68277 0.21
H 2.48539 1.75046 -1.34908 0.21
H -0.77538 3.84909 -0.77289 0.21
H -0.03426 4.01907 -2.38992 0.19
H 0.33767 5.18430 -1.11100 0.20
H 2.47393 2.93492 0.71574 0.20
H 1.40222 4.34004 0.87494 0.22
H -2.43996 1.61619 2.12604 0.21
H -0.43872 -0.05295 3.00678 0.22
H 1.97799 -0.13113 2.74408 0.22
H 2.64041 0.65254 1.30333 0.22
H 2.65098 1.50547 2.86430 0.21
H 3.01679 -0.10363 -2.41537 0.22
H 5.14244 -1.28663 -2.10912 0.22
H 5.39419 -2.95151 -0.28264 0.23
H 1.35832 -2.21523 0.91320 0.24
H -2.13726 -2.55037 -0.42484 0.24
```

Relative energy (zero: lowest compared OMol25 entry of this formula, charge and spin) (kcal/mol): 0.3
Frontier orbital gap (eV): 8.73
LUMO (eV): 0.660
HOMO (Ha): -0.297
Charge: 0


No. 2
The following is a DFT calculation (the ωB97M-V functional and the def2-TZVPD basis) of a 4-piece molecular cluster, C23H24INO13P overall.

```
63
Properties=species:S:1:pos:R:3:nbo_charge:R:1
O -1.41928 3.46395 -4.90629 -1.01
P -1.85645 3.75893 -3.37918 1.03
I -1.73330 1.46453 -2.43831 -0.22
C -0.18954 4.45069 -2.90200 -0.59
C 1.05456 3.55690 -3.05455 -0.42
C 1.70810 3.11167 -1.72695 -0.45
C 0.84685 3.06124 -0.46003 -0.23
N -0.33229 4.01887 -0.47296 -0.52
C -0.23367 5.09142 -1.52117 -0.23
H -2.16633 3.17059 -5.49143 0.54
H -0.12308 5.27040 -3.63033 0.28
H 1.80783 4.12482 -3.60636 0.24
H 0.81526 2.69565 -3.68174 0.24
H 2.08667 2.09541 -1.86805 0.25
H 2.58118 3.73728 -1.52435 0.22
H 1.43859 3.31195 0.41921 0.24
H 0.43261 2.06803 -0.28863 0.24
H -1.19016 3.47526 -0.61455 0.44
H -0.41268 4.45698 0.44245 0.44
H 0.69003 5.63710 -1.30910 0.23
H -1.07948 5.76879 -1.38735 0.24
C -4.06521 0.62586 -5.64038 -0.42
C -4.61946 -0.55101 -5.98156 0.37
C -5.50469 -0.70221 -7.21306 0.47
O -5.93173 -1.82048 -7.41614 -0.51
C -5.76937 0.45783 -8.03046 -0.38
C -5.21961 1.63001 -7.68314 0.33
C -4.32812 1.77129 -6.46601 0.50
O -3.88673 2.90075 -6.25645 -0.63
O -5.39639 2.75701 -8.35529 -0.61
O -4.46076 -1.66769 -5.31450 -0.61
H -3.42937 0.77198 -4.77141 0.23
H -6.40456 0.34576 -8.89742 0.26
H -4.88769 3.45133 -7.89997 0.51
H -4.97262 -2.35026 -5.79973 0.52
C 2.59371 -2.20942 1.08171 -0.37
C 2.59284 -0.87588 0.97270 0.31
C 1.88734 0.02571 1.96864 0.49
O 1.93897 1.22937 1.72545 -0.62
C 1.21858 -0.55523 3.09127 -0.42
C 1.22697 -1.89778 3.22610 0.37
C 1.90905 -2.80971 2.20867 0.47
O 1.82091 -4.00387 2.40649 -0.52
O 0.65443 -2.52628 4.22361 -0.62
O 3.18809 -0.20327 -0.00620 -0.63
H 3.08431 -2.85820 0.37023 0.25
H 0.73248 0.09512 3.80457 0.25
H 0.86287 -3.48404 4.16365 0.53
H 3.07692 0.73874 0.22674 0.50
C 1.40098 -5.01007 7.49524 -0.39
C 2.30221 -4.82182 6.52505 0.33
C 3.76468 -4.51579 6.80207 0.47
O 4.46349 -4.36137 5.81364 -0.55
C 4.21351 -4.42257 8.16636 -0.39
C 3.31554 -4.61329 9.14732 0.34
C 1.85188 -4.92259 8.86870 0.48
O 1.14284 -5.07895 9.84348 -0.53
O 3.59802 -4.55311 10.43362 -0.61
O 2.03560 -4.87034 5.22362 -0.66
H 0.35983 -5.22884 7.30470 0.25
H 5.25390 -4.20259 8.35837 0.25
H 2.76389 -4.73855 10.91014 0.51
H 2.89700 -4.73603 4.77123 0.52
```

Frontier orbital gap (eV): 7.48
LUMO (eV): -3.673
HOMO (Ha): -0.410
Charge: +1


No. 3
The following is a DFT calculation (the ωB97M-V functional and the def2-TZVPD basis) of C23H24N6O3Ti as an isolated structure.

```
57
Properties=species:S:1:pos:R:3:nbo_charge:R:1
Ti 0.38217 -0.04168 -0.05904 1.81
O -0.48987 -2.99322 -1.94745 -0.44
C 0.39456 -2.37519 -1.43979 0.65
N 0.64774 -0.97301 -1.66810 -0.68
C 2.01684 -0.56275 -2.00386 0.04
C 2.60661 -1.02142 -3.16540 -0.19
C 3.85884 -0.53920 -3.53726 -0.18
C 4.49902 0.41298 -2.76363 -0.18
C 3.91391 0.87754 -1.58814 -0.21
C 2.67836 0.39483 -1.20294 0.15
N 2.10203 0.76975 0.07993 -0.70
C 1.77528 2.10760 0.41626 0.63
O 1.80848 2.52111 1.54324 -0.46
C 0.94183 2.77324 -0.65282 0.12
C 0.98342 4.07716 -1.09373 -0.19
C 0.03880 4.45932 -2.03931 -0.10
C -0.90949 3.54252 -2.47351 -0.22
C -0.89573 2.25850 -1.95653 0.09
N 0.02248 1.88145 -1.06139 -0.51
C 1.16799 -2.86318 -0.24056 0.11
C 1.66346 -4.13232 -0.04258 -0.19
C 2.30047 -4.38787 1.16699 -0.10
C 2.38559 -3.38217 2.12006 -0.21
C 1.83473 -2.14127 1.84777 0.09
N 1.23434 -1.88929 0.68080 -0.51
H 2.07618 -1.72660 -3.79163 0.24
H 4.32156 -0.90280 -4.44269 0.24
H 5.46726 0.78967 -3.05928 0.24
H 4.43387 1.58240 -0.95346 0.24
H 1.73340 4.75830 -0.71851 0.26
H 0.04324 5.46377 -2.43816 0.26
H -1.64853 3.81292 -3.21282 0.26
H -1.60954 1.50688 -2.27397 0.22
H 1.56345 -4.88268 -0.81302 0.27
H 2.73121 -5.35964 1.36181 0.26
H 2.88211 -3.54803 3.06436 0.26
H 1.88898 -1.32537 2.56075 0.23
C -2.93176 -1.81802 0.00287 -0.40
N -3.32076 -0.77723 0.96433 -0.38
C -4.76589 -0.61809 1.18927 -0.41
C -2.36386 -0.01459 1.48619 0.82
O -1.19933 -0.09844 0.88832 -0.74
N -2.44301 0.80954 2.52720 -0.37
C -1.35873 1.76879 2.78581 -0.40
C -3.60815 0.92560 3.41427 -0.41
H -3.75989 -2.51563 -0.08139 0.24
H -2.06276 -2.36806 0.36360 0.22
H -2.72254 -1.39285 -0.98305 0.22
H -5.26914 -1.00698 0.30748 0.24
H -5.02799 0.43067 1.28357 0.22
H -5.10523 -1.17985 2.05612 0.22
H -0.38153 1.33004 2.58854 0.21
H -1.39144 2.03527 3.83759 0.24
H -1.48539 2.67306 2.18637 0.22
H -4.04930 -0.05015 3.59556 0.23
H -4.34755 1.61764 3.01890 0.22
H -3.25079 1.30704 4.36605 0.24
```

Relative energy (zero: lowest compared OMol25 entry of this formula, charge and spin) (kcal/mol): 3.9
Frontier orbital gap (eV): 7.19
LUMO (eV): -7.053
HOMO (Ha): -0.523
Charge: +2